C38H39Cl2CrF5N3O2S | the ωB97M-V functional and the def2-TZVPD basis

Values from the calculation:
- multiplicity = 5
- lowest unoccupied orbital energy (alpha / beta) (eV) = 2.3 / 2.2
- M (u) = 819.71
- Kohn-Sham gap (alpha / beta) (eV) = 7.312 / 7.453
- total charge = -1
- strongest force on any atom (eV/A) = 0.9
- expectation value of S² = 6.02
- E_tot (a.u.) = -4648.77353

Geometry (Å):
Cr 0.264 0.429 -0.250
C 0.373 -1.513 -3.006
C 1.826 -1.203 -3.368
C 1.976 0.258 -3.804
C 2.775 -1.661 -2.275
C 3.423 -2.879 -2.454
C 4.296 -3.378 -1.503
C 4.540 -2.638 -0.359
C 3.904 -1.422 -0.139
C 4.245 -0.631 1.106
C 5.674 -0.094 1.025
C 4.033 -1.439 2.387
C 2.997 -0.948 -1.096
N 2.260 0.249 -0.863
C 2.943 1.392 -1.025
O 4.116 1.560 -1.358
C 2.104 2.609 -0.679
C 2.598 3.897 -0.566
C 1.735 4.890 -0.115
C 0.420 4.582 0.222
C -0.001 3.273 0.066
N 0.832 2.346 -0.399
C -1.384 2.763 0.434
O -2.191 3.556 0.923
N -1.530 1.464 0.144
C -2.842 0.930 0.291
C -3.243 0.401 1.518
C -4.504 -0.177 1.629
C -5.355 -0.245 0.542
C -4.945 0.291 -0.668
C -3.699 0.890 -0.818
C -3.376 1.475 -2.185
C -2.155 0.875 -2.883
C -3.303 3.004 -2.189
C -2.348 0.479 2.733
C -2.311 -0.826 3.530
C -2.773 1.649 3.624
H -0.298 -1.277 -3.835
H 0.053 -0.908 -2.148
H 0.240 -2.561 -2.735
H 2.082 -1.817 -4.238
H 1.368 0.922 -3.187
H 1.637 0.370 -4.836
H 3.010 0.595 -3.740
H 3.239 -3.438 -3.365
H 4.786 -4.331 -1.655
H 5.235 -3.012 0.382
H 3.578 0.230 1.145
H 6.394 -0.915 0.990
H 5.901 0.515 1.903
H 5.802 0.518 0.132
H 4.745 -2.265 2.454
H 3.027 -1.856 2.428
H 4.182 -0.803 3.262
H 3.635 4.076 -0.809
H 2.093 5.906 -0.007
H -0.280 5.308 0.609
H -4.814 -0.589 2.581
H -6.326 -0.714 0.632
H -5.604 0.238 -1.527
H -4.241 1.208 -2.802
H -1.239 1.067 -2.317
H -2.033 1.333 -3.867
H -2.254 -0.201 -3.017
H -2.387 3.370 -1.729
H -4.137 3.444 -1.642
H -3.328 3.368 -3.218
H -1.336 0.678 2.377
H -3.200 -0.936 4.155
H -1.440 -0.842 4.188
H -2.237 -1.693 2.875
H -3.780 1.483 4.012
H -2.769 2.585 3.066
H -2.101 1.744 4.482
F -3.911 -5.624 -0.783
C -2.983 -4.729 -0.401
C -2.878 -3.503 -1.036
F -3.703 -3.205 -2.050
C -1.920 -2.590 -0.627
F -1.869 -1.417 -1.301
C -1.026 -2.837 0.409
S 0.182 -1.711 0.972
C -1.163 -4.086 1.023
F -0.360 -4.426 2.046
C -2.113 -5.016 0.638
F -2.198 -6.199 1.269
Cl 1.265 1.247 2.674
C 0.935 2.086 4.191
Cl 2.415 2.680 4.968
H 0.453 1.386 4.865
H 0.296 2.938 3.977